Record 1
{
  "formula": "CHN5O2",
  "method": "ωB97M-V/def2-TZVPD",
  "largest_force_ha_per_bohr": 0.1547,
  "smiles": "N#C/N=[N+](\\[O-])O.N#N",
  "total_charge": 0,
  "de_lowest_kj_mol": 49.5,
  "e_lumo_ev": [-0.96, -0.96],
  "gap_ev": [10.0, 10.0],
  "total_energy_ha": -462.83009,
  "symbols": ["N", "H", "O", "C", "N", "N", "N", "N", "O"],
  "xyz": [[-1.117, -0.312, 0.488], [-2.562, -0.523, -0.732], [-2.231, -0.894, -0.013], [0.433, 1.269, 0.270], [2.440, -0.331, -1.248], [-0.653, 0.689, -0.142], [1.335, 1.915, 0.484], [2.915, -1.048, -0.566], [-0.560, -0.765, 1.460]]
}

=====

Record 2
{
  "formula": "CHN6",
  "method": "ωB97M-V/def2-TZVPD",
  "largest_force_ha_per_bohr": 0.0541,
  "total_charge": 1,
  "de_lowest_kj_mol": 461.3,
  "e_lumo_ev": [-8.43, -8.43],
  "gap_ev": [7.6, 7.6],
  "total_energy_ha": -366.62737,
  "symbols": ["N", "N", "H", "N", "N", "C", "N", "N"],
  "xyz": [[-2.488, -1.166, -0.121], [0.476, 0.782, -0.134], [0.770, -0.277, 0.143], [0.163, 1.828, -0.139], [-1.502, -0.361, 0.058], [-2.144, 0.808, 0.045], [-3.479, 0.869, 0.088], [-3.609, -0.372, -0.114]]
}

=====

Record 3
{
  "formula": "CHNO",
  "method": "ωB97M-V/def2-TZVPD",
  "largest_force_ha_per_bohr": 0.1236,
  "smiles": "N#CO",
  "total_charge": 0,
  "de_lowest_kj_mol": 148.4,
  "e_lumo_ev": 0.10,
  "gap_ev": 11.8,
  "total_energy_ha": -168.64955,
  "symbols": ["H", "N", "C", "O"],
  "xyz": [[1.443, 0.788, 0.075], [-1.355, 0.075, -0.034], [-0.214, -0.134, 0.074], [1.166, -0.064, -0.036]]
}

=====

Record 4
{
  "formula": "CHNO2PS",
  "method": "ωB97M-V/def2-TZVPD",
  "largest_force_ha_per_bohr": 0.0613,
  "total_charge": -1,
  "de_lowest_kj_mol": 232.8,
  "e_lumo_ev": [3.39, 3.39],
  "gap_ev": [8.6, 8.6],
  "total_energy_ha": -983.55457,
  "symbols": ["O", "N", "O", "P", "H", "S", "C"],
  "xyz": [[-1.056, 0.569, -1.715], [-1.343, -1.925, 1.124], [1.936, -0.216, -0.532], [-0.456, 0.417, -0.392], [2.285, 0.373, 0.137], [-0.419, 1.862, 0.923], [-0.948, -1.081, 0.455]]
}

=====

Record 5
{
  "formula": "CHNO2S",
  "method": "ωB97M-V/def2-TZVPD",
  "largest_force_ha_per_bohr": 0.1057,
  "smiles": "O=S1#CN1O",
  "total_charge": 0,
  "de_lowest_kj_mol": 516.4,
  "e_lumo_ev": [-0.81, -0.81],
  "gap_ev": [8.9, 8.9],
  "total_energy_ha": -641.89391,
  "symbols": ["O", "S", "N", "O", "C", "H"],
  "xyz": [[-1.923, -0.962, -0.705], [-1.414, -0.146, 0.402], [0.216, 0.286, 0.086], [1.467, -0.643, 0.230], [-0.573, 1.357, -0.194], [2.227, 0.108, 0.181]]
}

=====

Record 6
{
  "formula": "CHNO2S",
  "method": "ωB97M-V/def2-TZVPD",
  "largest_force_ha_per_bohr": 0.0617,
  "total_charge": 0,
  "de_lowest_kj_mol": 122.1,
  "e_lumo_ev": -0.39,
  "gap_ev": 9.1,
  "total_energy_ha": -642.04409,
  "symbols": ["C", "H", "N", "S", "O", "O"],
  "xyz": [[-0.394, 0.338, 0.543], [1.102, -1.175, 1.111], [0.549, -0.601, 0.332], [-0.490, -0.311, -1.137], [0.162, 0.615, -2.044], [-0.929, 1.134, 1.195]]
}

=====

Record 7
{
  "formula": "CHNO2S",
  "method": "ωB97M-V/def2-TZVPD",
  "largest_force_ha_per_bohr": 0.1163,
  "total_charge": 0,
  "de_lowest_kj_mol": 405.3,
  "e_lumo_ev": -1.14,
  "gap_ev": 8.5,
  "total_energy_ha": -641.93621,
  "symbols": ["O", "S", "C", "O", "N", "H"],
  "xyz": [[-1.288, -2.367, 0.161], [-1.979, 0.323, -0.643], [-1.087, -1.238, -0.042], [-3.312, 0.989, 0.727], [-0.356, -0.177, -0.092], [0.624, 0.050, -0.059]]
}

=====

Record 8
{
  "formula": "CHNO2S",
  "method": "ωB97M-V/def2-TZVPD",
  "largest_force_ha_per_bohr": 0.0895,
  "total_charge": 0,
  "de_lowest_kj_mol": 93.6,
  "e_lumo_ev": -1.76,
  "gap_ev": 8.7,
  "total_energy_ha": -642.05496,
  "symbols": ["O", "O", "N", "S", "H", "C"],
  "xyz": [[0.480, -1.499, -0.888], [2.274, 1.203, -3.257], [1.616, 0.412, -0.867], [2.520, 1.276, -1.804], [-0.743, -0.028, -1.136], [0.453, -0.295, -0.960]]
}